C4H11N4 | the ωB97M-V functional and the def2-TZVPD basis

The calculation puts the relative energy (zero: lowest compared OMol25 entry of this formula, charge and spin) at 3.013 eV. Its spin multiplicity is 1. As for the electronic energy: -10278.176 eV. The charge is +1. As for the HOMO energy: -0.5285 Ha.

Geometry as XYZ:
```
19
C4H11N4 (the ωB97M-V functional and the def2-TZVPD basis)
C 0.474 0.911 0.038
C 0.763 -0.575 0.411
C 2.023 -0.994 -0.350
C -2.628 0.130 0.399
N -0.669 1.102 -0.502
N -0.406 -1.314 0.131
N 1.382 1.844 0.218
N -1.504 0.061 -0.520
H 0.918 -0.598 1.498
H 1.941 -0.723 -1.400
H 2.158 -2.072 -0.286
H 2.905 -0.517 0.068
H -3.271 0.967 0.122
H -3.199 -0.793 0.367
H -2.259 0.285 1.412
H -0.294 -1.926 -0.675
H 2.273 1.632 0.634
H 1.201 2.785 -0.100
H -1.808 -0.203 -1.465
```

---

C48H42Cl2N6O2P2S3Ta | the ωB97M-V functional and the def2-TZVPD basis

The calculation puts the relative energy (zero: lowest compared OMol25 entry of this formula, charge and spin) at 2.110 eV. Its spin multiplicity is 1. As for the electronic energy: -141174.540 eV. The charge is +1. As for the HOMO energy: -0.3633 Ha.

Geometry as XYZ:
```
106
C48H42Cl2N6O2P2S3Ta (the ωB97M-V functional and the def2-TZVPD basis)
Ta -0.577 -1.502 -0.187
Cl -5.036 -2.347 -5.243
C -3.565 -2.367 -4.339
C -3.634 -2.395 -2.955
C -2.457 -2.415 -2.224
N -2.351 -2.417 -0.823
C -3.301 -2.920 0.003
O -4.381 -3.392 -0.284
C -2.808 -2.927 1.426
C -3.617 -3.378 2.446
C -3.121 -3.372 3.741
C -1.828 -2.917 3.957
C -1.079 -2.488 2.880
N -1.555 -2.488 1.630
C -1.209 -2.423 -2.864
C -1.151 -2.380 -4.249
C -2.329 -2.349 -4.979
Cl -2.227 -2.268 -6.701
N -0.114 -2.487 -1.971
C 1.114 -2.966 -2.436
O 1.627 -2.635 -3.481
C 1.760 -4.017 -1.569
C 3.067 -4.394 -1.834
C 3.637 -5.386 -1.054
C 2.874 -5.970 -0.058
C 1.569 -5.531 0.122
N 1.017 -4.570 -0.610
H -4.592 -2.422 -2.459
H -4.609 -3.724 2.192
H -3.729 -3.720 4.565
H -1.391 -2.897 4.945
H -0.058 -2.155 3.002
H -0.201 -2.350 -4.761
H 3.604 -3.912 -2.639
H 4.658 -5.703 -1.225
H 3.272 -6.756 0.568
H 0.942 -5.969 0.890
S -2.541 0.194 0.355
P -1.062 1.279 1.196
C 0.182 0.153 0.922
P 1.792 -0.228 1.327
S 1.650 -2.235 0.959
C 3.025 0.491 0.207
C 3.522 1.774 0.444
C 4.379 2.368 -0.470
C 4.742 1.690 -1.626
C 4.243 0.419 -1.872
C 3.389 -0.182 -0.957
C 2.347 0.136 3.001
C 3.691 0.362 3.289
C 4.095 0.538 4.603
C 3.168 0.473 5.634
C 1.830 0.228 5.353
C 1.420 0.056 4.040
C -0.871 2.912 0.458
C 0.360 3.312 -0.044
C 0.518 4.601 -0.538
C -0.558 5.475 -0.546
C -1.797 5.067 -0.059
C -1.953 3.790 0.451
C -1.415 1.647 2.932
C -2.271 0.821 3.656
C -2.454 1.036 5.015
C -1.787 2.076 5.650
C -0.943 2.908 4.927
C -0.759 2.698 3.569
H 3.245 2.310 1.345
H 4.771 3.358 -0.274
H 5.418 2.153 -2.333
H 4.516 -0.113 -2.773
H 3.014 -1.178 -1.148
H 4.425 0.394 2.494
H 5.139 0.719 4.822
H 3.489 0.610 6.658
H 1.103 0.176 6.152
H 0.376 -0.118 3.823
H 1.184 2.611 -0.062
H 1.482 4.918 -0.916
H -0.436 6.480 -0.928
H -2.634 5.752 -0.068
H -2.913 3.473 0.845
H -2.800 0.022 3.150
H -3.128 0.401 5.575
H -1.937 2.247 6.708
H -0.431 3.723 5.420
H -0.103 3.352 3.007
C 2.035 2.107 -4.371
C 1.539 2.672 -3.049
N 0.087 2.798 -2.998
C -0.762 1.831 -2.630
S -0.134 0.281 -2.302
N -2.057 2.165 -2.561
C -3.194 1.253 -2.623
C -3.984 1.469 -3.903
H 3.125 2.107 -4.386
H 1.685 2.713 -5.208
H 1.687 1.083 -4.508
H 1.948 3.669 -2.879
H 1.855 2.036 -2.220
H -0.308 3.631 -3.410
H -2.276 3.133 -2.751
H -3.819 1.405 -1.742
H -2.802 0.245 -2.576
H -4.362 2.492 -3.967
H -4.840 0.799 -3.932
H -3.366 1.268 -4.779
```

---

C59H75Br4GeInN6O2P3 | the ωB97M-V functional and the def2-TZVPD basis

The calculation puts the relative energy (zero: lowest compared OMol25 entry of this formula, charge and spin) at 1.503 eV. Its spin multiplicity is 2. As for the electronic energy: -445160.073 eV. The charge is 0. As for the expectation value of S²: 0.785. As for the HOMO energy (alpha / beta): -0.2515 / -0.2506 Ha.

Geometry as XYZ:
```
151
C59H75Br4GeInN6O2P3 (the ωB97M-V functional and the def2-TZVPD basis)
In 0.645 0.625 0.049
C -5.433 2.528 -1.530
C -3.913 2.445 -1.391
C -3.289 2.104 -2.751
P -3.193 1.249 -0.150
C -4.552 -0.041 -0.139
N -4.209 -1.196 0.626
Ge -1.964 -2.112 0.767
N -1.006 -3.194 2.183
C 0.366 -2.990 2.628
P 0.893 -1.214 2.624
C 2.552 -1.339 3.449
C 2.648 -2.072 4.785
C 3.537 -1.935 2.430
C -0.298 -0.496 3.863
C 0.304 0.776 4.467
C -0.845 -1.435 4.936
C -1.536 -4.429 2.459
C -0.845 -5.503 3.049
C -1.484 -6.704 3.307
C -2.818 -6.894 2.976
C -3.512 -5.851 2.380
C -2.885 -4.645 2.140
N -3.568 -3.522 1.521
C -4.378 -2.710 2.382
C -4.767 -3.074 3.651
C -5.628 -2.248 4.370
C -6.106 -1.069 3.801
C -5.687 -0.673 2.548
C -4.774 -1.463 1.816
C -4.264 -3.921 0.302
C -5.574 -4.339 0.294
C -6.160 -4.755 -0.898
C -5.404 -4.737 -2.059
C -4.091 -4.282 -2.056
C -3.495 -3.845 -0.865
N -2.234 -3.324 -0.746
C -1.473 -3.151 -1.956
P 0.204 -2.510 -1.550
C 1.163 -4.092 -1.283
C 1.655 -4.837 -2.522
C 0.372 -5.058 -0.396
C 0.744 -1.852 -3.213
C 0.393 -0.362 -3.286
C 0.192 -2.563 -4.452
C -3.432 2.022 1.532
C -2.139 2.734 1.935
C -4.630 2.947 1.724
H -5.692 3.297 -2.262
H -5.934 2.778 -0.597
H -5.844 1.585 -1.896
H -3.527 3.420 -1.071
H -3.623 1.117 -3.088
H -2.200 2.095 -2.699
H -3.598 2.828 -3.510
H -4.635 -0.351 -1.186
H -5.500 0.413 0.162
H 1.110 -3.530 2.024
H 0.449 -3.353 3.656
H 2.833 -0.292 3.614
H 2.291 -3.101 4.711
H 2.093 -1.570 5.578
H 3.695 -2.117 5.096
H 3.473 -3.026 2.428
H 4.562 -1.666 2.693
H 3.347 -1.575 1.417
H -1.144 -0.197 3.229
H 1.082 0.536 5.195
H -0.466 1.354 4.983
H 0.751 1.418 3.702
H -0.054 -1.837 5.569
H -1.392 -2.268 4.491
H -1.538 -0.888 5.581
H 0.202 -5.400 3.293
H -0.925 -7.510 3.768
H -3.310 -7.838 3.168
H -4.550 -5.981 2.102
H -4.415 -4.004 4.076
H -5.944 -2.538 5.363
H -6.810 -0.455 4.348
H -6.058 0.252 2.131
H -6.147 -4.336 1.215
H -7.187 -5.093 -0.912
H -5.842 -5.074 -2.990
H -3.532 -4.259 -2.981
H -1.966 -2.444 -2.639
H -1.370 -4.103 -2.493
H 2.034 -3.750 -0.722
H 0.819 -5.237 -3.099
H 2.267 -5.687 -2.204
H 2.271 -4.218 -3.168
H -0.379 -5.600 -0.977
H -0.151 -4.552 0.409
H 1.047 -5.797 0.041
H 1.832 -1.948 -3.207
H -0.677 -0.201 -3.115
H 0.642 0.042 -4.270
H 0.942 0.215 -2.542
H -0.896 -2.502 -4.497
H 0.480 -3.610 -4.505
H 0.583 -2.070 -5.345
H -3.553 1.151 2.189
H -1.908 3.552 1.249
H -1.289 2.050 1.921
H -2.228 3.148 2.943
H -4.585 3.801 1.045
H -4.635 3.336 2.745
H -5.581 2.435 1.566
Br 6.753 -0.635 -4.011
C 5.473 0.347 -3.033
C 5.274 1.701 -3.323
Br 6.234 2.566 -4.696
C 4.339 2.399 -2.565
Br 3.994 4.235 -2.857
C 3.616 1.760 -1.581
O 2.642 2.485 -0.883
C 3.726 0.386 -1.286
O 2.971 -0.172 -0.416
C 4.738 -0.280 -2.036
Br 5.014 -2.090 -1.601
N 0.071 3.535 -0.761
C 0.029 4.660 -1.031
N -0.018 5.944 -1.336
C 0.446 6.400 -2.649
C -0.740 6.636 -3.577
C -1.729 7.606 -2.929
C -2.191 7.066 -1.575
C -0.989 6.814 -0.670
H 1.139 5.662 -3.048
H 0.995 7.335 -2.497
H -1.236 5.679 -3.764
H -0.384 7.021 -4.534
H -2.587 7.768 -3.584
H -1.241 8.575 -2.782
H -2.727 6.123 -1.724
H -2.874 7.764 -1.086
H -1.281 6.354 0.272
H -0.486 7.761 -0.448
C 2.827 2.612 0.402
C 2.894 2.683 1.598
C 2.994 2.888 3.014
C 3.996 2.263 3.758
C 4.095 2.486 5.122
C 3.198 3.331 5.761
C 2.191 3.946 5.029
C 2.086 3.726 3.665
H 4.696 1.608 3.255
H 4.879 2.000 5.689
H 3.286 3.512 6.824
H 1.489 4.606 5.521
H 1.302 4.198 3.087
```

---

C41H77ClF9IN6O14PS6 | the ωB97M-V functional and the def2-TZVPD basis

Its spin multiplicity is 1. As for the electronic energy: -200742.964 eV. The charge is +1. As for the HOMO energy: -0.4176 Ha.

Geometry as XYZ:
```
156
C41H77ClF9IN6O14PS6 (the ωB97M-V functional and the def2-TZVPD basis)
C -2.669 -0.027 5.267
C -1.461 -0.313 4.784
N -1.271 -0.773 3.425
C -1.147 -2.233 3.317
C -2.483 -2.947 3.612
C -2.496 -4.300 2.924
F -2.374 -4.195 1.579
F -1.400 -4.990 3.355
C -3.707 -5.219 3.286
F -3.941 -5.099 4.593
F -3.366 -6.478 3.033
S -5.321 -4.901 2.320
F -6.056 -4.339 3.611
F -5.817 -6.361 2.677
F -4.605 -5.435 1.012
F -4.867 -3.413 1.969
F -6.638 -4.663 1.483
C -1.181 0.056 2.418
N -1.106 1.441 2.745
C -2.159 2.188 2.012
C -2.875 3.195 2.934
C -3.008 4.595 2.371
N -3.351 4.660 1.002
O -2.917 5.574 3.075
C 0.266 1.825 2.412
Cl 1.352 1.087 3.609
I 0.516 3.982 2.606
C 0.687 1.463 0.988
C 0.228 0.075 0.468
N 1.141 -0.991 0.830
C 2.423 -1.161 0.108
C 3.566 -0.248 0.524
C 3.899 -0.306 2.018
C 4.546 0.970 2.543
P 0.063 0.392 -1.379
N 1.293 1.047 -2.029
O -1.239 1.320 -1.547
O -0.375 -1.020 -2.002
N -1.083 -0.281 1.103
C -2.023 -1.245 0.516
C -3.188 -0.641 -0.281
O -4.366 -1.238 0.195
C -5.543 -0.442 0.034
C -5.855 0.363 1.299
H -3.535 -0.001 4.616
H -2.816 0.189 6.316
H -0.543 -0.229 5.352
H -0.717 -2.512 2.362
H -0.424 -2.521 4.081
H -3.312 -2.333 3.269
H -2.573 -3.115 4.682
H -1.786 2.639 1.095
H -2.899 1.455 1.692
H -2.336 3.287 3.873
H -3.888 2.833 3.117
H -2.551 4.493 0.400
H -3.643 5.617 0.820
H 0.282 2.233 0.329
H 1.769 1.550 0.921
H 0.644 -1.869 0.739
H 2.753 -2.177 0.343
H 2.308 -1.134 -0.977
H 3.447 0.779 0.163
H 4.415 -0.665 -0.021
H 3.015 -0.587 2.593
H 4.612 -1.124 2.151
H 5.562 1.063 2.161
H 4.631 0.929 3.631
H 3.970 1.865 2.302
H 2.067 1.230 -1.406
H -2.024 0.882 -1.890
H -0.844 -0.919 -2.839
H -2.512 -1.798 1.312
H -1.489 -1.994 -0.066
H -3.206 0.448 -0.194
H -3.055 -0.881 -1.346
H -5.450 0.208 -0.837
H -6.343 -1.156 -0.158
H -6.230 1.354 1.054
H -4.940 0.461 1.888
H -6.579 -0.158 1.921
C -3.934 -10.075 0.382
C -4.942 -8.925 0.248
C -4.745 -8.299 -1.137
S -4.114 -9.614 -2.195
O -2.774 -9.270 -2.596
O -5.105 -9.969 -3.174
C -4.031 -10.869 -0.918
H -4.145 -10.701 1.247
H -2.925 -9.675 0.494
H -5.956 -9.318 0.337
H -4.809 -8.180 1.031
H -5.668 -7.925 -1.572
H -3.995 -7.511 -1.126
H -3.175 -11.509 -1.113
H -4.953 -11.446 -0.971
C 8.565 -3.156 -1.477
C 8.817 -4.085 -0.281
C 7.544 -4.082 0.576
S 6.187 -3.750 -0.556
O 5.593 -2.477 -0.210
O 5.347 -4.912 -0.687
C 7.191 -3.535 -2.020
H 9.334 -3.259 -2.241
H 8.560 -2.115 -1.147
H 9.019 -5.096 -0.639
H 9.678 -3.766 0.303
H 7.354 -5.034 1.063
H 7.551 -3.283 1.315
H 6.735 -2.776 -2.652
H 7.211 -4.493 -2.539
C 0.902 4.405 -5.670
C 0.783 3.536 -4.409
C 2.062 3.737 -3.591
S 2.651 5.389 -3.983
O 3.919 5.285 -4.661
O 2.508 6.241 -2.828
C 1.381 5.770 -5.188
H -0.042 4.489 -6.199
H 1.641 3.971 -6.349
H -0.083 3.860 -3.827
H 0.643 2.484 -4.647
H 1.891 3.679 -2.521
H 2.840 3.033 -3.877
H 1.816 6.396 -5.963
H 0.588 6.312 -4.675
C 4.140 4.954 6.986
C 2.833 4.277 6.548
C 3.169 3.341 5.377
S 4.881 2.843 5.623
O 5.670 3.355 4.533
O 4.929 1.444 5.971
C 5.177 3.839 7.079
H 4.030 5.473 7.936
H 4.449 5.686 6.237
H 2.425 3.698 7.378
H 2.080 5.008 6.257
H 2.538 2.460 5.362
H 3.104 3.850 4.418
H 6.208 4.182 7.065
H 5.005 3.203 7.947
C -0.437 6.319 -10.009
C -1.814 6.854 -10.425
C -2.666 6.963 -9.153
S -1.511 7.245 -7.803
O -1.556 6.112 -6.907
O -1.667 8.577 -7.284
C -0.020 7.137 -8.792
H 0.292 6.406 -10.812
H -0.513 5.263 -9.739
H -1.701 7.839 -10.879
H -2.293 6.208 -11.159
H -3.365 7.794 -9.179
H -3.197 6.039 -8.935
H 0.767 6.681 -8.197
H 0.259 8.154 -9.065
```